95
Properties=species:S:1:pos:R:3:forces:R:3:lowdin_charge:R:1 method="wB97M-V/def2-TZVPD" charge=-1 homo_ev=-4.20 de_lowest_kcal_mol=63.27
W 1.8372 -0.3008 -0.0179 -0.3389 -0.2382 -1.3984 1.473
O 3.9177 4.5821 3.3054 -0.0223 -0.0538 -0.0397 0.079
C 3.5043 3.4994 2.6045 -0.0486 0.0562 -0.0807 -0.273
C 3.7953 2.1967 2.9953 -0.0442 0.0308 -0.0552 0.072
C 3.3155 1.1593 2.2205 -0.0052 0.0192 0.0698 -0.154
N 2.5965 1.3812 1.1261 0.1304 0.2119 0.2557 0.036
C 2.3556 2.6312 0.7245 -0.1455 -0.0846 -0.2523 -0.139
C 2.7733 3.7289 1.4330 0.0913 -0.1527 0.1608 0.093
C 1.6511 2.6632 -0.6269 0.2184 0.0955 0.4149 -0.560
O 1.3360 3.7177 -1.1375 -0.0390 -0.2045 -0.0641 0.082
O 1.5291 1.4669 -1.0920 -0.0523 0.2085 -0.0999 -0.231
C 3.5387 -0.3118 2.5102 -0.0212 0.2694 -0.0449 -0.574
O 4.2169 -0.6405 3.4694 -0.0663 -0.0923 -0.0658 0.058
O 2.9550 -1.0391 1.6350 0.0829 -0.1979 0.1777 -0.127
H 4.4166 4.2951 4.0779 0.0049 -0.0250 0.0068 0.112
H 4.3800 1.9509 3.8732 0.0038 0.0221 0.0133 0.132
H 2.5566 4.7219 1.0686 0.0009 0.0212 0.0135 0.136
C -2.1881 -1.7938 -1.6212 -0.1211 0.0305 -0.0867 -0.132
N -1.3824 -0.5690 -1.7874 0.0703 -0.3341 0.0908 -0.453
P -1.6437 0.7816 -0.7299 0.0843 0.2534 -0.0225 1.071
C -3.4234 1.1507 -1.0176 -0.0370 -0.0472 -0.0798 -0.330
C -3.6458 2.0369 -2.0764 -0.0282 -0.0416 -0.0260 -0.113
C -4.9249 2.4294 -2.4381 0.0194 0.0080 -0.0072 -0.092
C -6.0199 1.9661 -1.7232 -0.0024 -0.0137 0.0163 -0.101
C -5.8187 1.1208 -0.6430 0.0038 0.0341 -0.0213 -0.091
C -4.5357 0.7180 -0.2957 0.0388 0.0126 0.0996 -0.089
C -1.4461 0.1159 0.9639 -0.1763 -0.2684 0.0902 -0.415
C -0.6348 1.2400 1.7262 0.0117 -0.0161 -0.0913 -0.144
C -0.0613 1.0312 3.1410 0.0398 0.0384 0.0190 -0.152
C -0.7507 -1.3703 3.2311 -0.1112 -0.0573 -0.0588 -0.038
C -1.8145 -1.9176 2.3818 0.0216 0.0583 0.1046 -0.076
C -2.2605 -1.0731 1.4435 0.0269 0.0553 -0.0446 -0.075
P 0.3146 -0.7804 -2.0546 0.0561 0.2202 0.3148 0.978
C 0.3810 -2.3643 -2.9633 0.1110 -0.0014 -0.0679 -0.315
C -0.3435 -2.4756 -4.1548 0.0443 0.0387 -0.0042 -0.104
C -0.2536 -3.6155 -4.9294 -0.0308 -0.0038 -0.0161 -0.083
C 0.5742 -4.6610 -4.5319 0.0057 -0.0155 -0.0057 -0.088
C 1.3068 -4.5530 -3.3646 -0.0379 0.0257 0.0157 -0.061
C 1.2138 -3.4060 -2.5812 -0.0542 -0.1098 -0.0722 -0.077
C 0.6962 0.3234 -3.4579 -0.0826 0.0090 0.0196 -0.340
C -0.2180 1.2179 -3.9904 0.0399 0.0130 -0.0582 -0.085
C 0.1399 2.0321 -5.0577 0.0051 0.0018 -0.0010 -0.079
C 1.4129 1.9542 -5.5982 -0.0023 -0.0166 0.0038 -0.094
C 2.3290 1.0509 -5.0723 -0.0118 -0.0125 -0.0084 -0.078
C 1.9713 0.2398 -4.0096 0.0524 0.0267 0.0092 -0.081
H -3.2241 -1.4977 -1.4513 0.0015 0.0143 0.0332 0.072
H -1.8543 -2.4159 -0.7894 0.0237 -0.0166 0.0228 0.057
H -2.1663 -2.3990 -2.5252 -0.0149 0.0511 0.0159 0.065
H -2.7936 2.4404 -2.6099 0.0173 0.0011 -0.0168 0.084
H -5.0635 3.1120 -3.2670 -0.0046 0.0049 -0.0045 0.099
H -7.0210 2.2755 -1.9951 -0.0074 0.0025 -0.0022 0.097
H -6.6629 0.7708 -0.0623 -0.0061 -0.0035 0.0036 0.099
H -4.4183 0.0785 0.5657 0.0407 -0.0278 0.0122 0.081
H -0.6362 2.2197 1.2556 0.0024 -0.0135 -0.0436 0.116
H 0.9081 1.5386 3.1757 -0.0114 -0.0158 -0.0170 0.124
H -0.9044 -1.4027 4.3062 0.0028 0.0297 0.0120 0.116
H -2.3366 -2.8359 2.6136 0.0284 -0.0299 -0.0364 0.103
H -3.1483 -1.3422 0.8909 0.0140 -0.0171 -0.1080 0.073
H -0.9737 -1.6533 -4.4747 0.0018 -0.0005 -0.0079 0.112
H -0.8251 -3.6905 -5.8459 -0.0007 -0.0011 -0.0078 0.099
H 0.6423 -5.5567 -5.1365 0.0036 -0.0072 -0.0060 0.098
H 1.9468 -5.3637 -3.0422 0.0122 -0.0023 0.0019 0.107
H 1.7855 -3.3446 -1.6725 0.0657 0.0197 -0.0200 0.069
H -1.2120 1.2774 -3.5746 -0.0452 -0.0234 0.0346 0.065
H -0.5791 2.7346 -5.4600 -0.0060 0.0061 -0.0070 0.099
H 1.6932 2.5920 -6.4270 0.0028 0.0104 0.0031 0.096
H 3.3254 0.9805 -5.4901 0.0063 0.0037 -0.0057 0.099
H 2.6920 -0.4626 -3.6055 -0.0141 0.0077 0.0204 0.101
C 5.3599 -2.0154 -1.9342 -0.0584 -0.0223 -0.0204 -0.039
O 3.9706 -2.2094 -1.6104 -0.0719 0.0648 -0.2003 -0.074
C 3.3573 -1.1626 -1.0920 0.0100 0.0303 0.8016 -0.570
O 3.9239 -0.0641 -0.9193 0.1784 -0.0577 -0.2372 -0.072
H 5.6980 -2.9635 -2.3419 0.0049 0.0095 0.0041 0.090
H 5.9155 -1.7621 -1.0333 0.0082 0.0074 -0.0060 0.096
H 5.4739 -1.2192 -2.6681 -0.0036 0.0048 0.0049 0.090
B -0.2003 -4.6540 0.7567 0.0521 0.0694 -0.0409 -0.415
C 0.5514 -3.2819 0.5103 -0.0631 0.0431 0.0116 -0.153
N 1.0594 -2.2741 0.2620 -0.0920 -0.1803 0.3023 -0.010
H 0.5236 -5.5461 0.3611 -0.0103 0.0401 0.0048 0.001
H -1.2238 -4.5862 0.0970 0.0355 0.0030 0.0263 0.006
H -0.4380 -4.7463 1.9426 0.0261 0.0140 -0.0408 0.003
N -3.7135 2.6970 8.7237 -0.0136 0.0118 0.0147 0.135
C -3.1052 2.4156 7.7894 0.1061 -0.0616 -0.1624 -0.193
C -2.3382 2.0615 6.6192 -0.1422 0.0702 0.2061 -0.244
C -0.9573 2.2229 6.6246 0.0644 -0.0258 -0.0533 -0.031
C -0.2290 1.8865 5.4943 -0.0151 -0.0055 0.0534 -0.012
C -0.8580 1.3902 4.3581 -0.0182 -0.0208 -0.0449 -0.156
C -2.2436 1.2298 4.3694 -0.0182 0.0232 0.0169 0.001
C -2.9831 1.5625 5.4876 0.0050 -0.0170 -0.0319 -0.019
C 0.0088 -0.4226 2.6888 0.0515 0.0446 0.0482 -0.152
C 0.0339 -0.0362 1.1962 0.1518 0.1795 0.3472 -0.355
H -0.4645 2.6083 7.5070 -0.0013 0.0027 0.0031 0.115
H 0.8482 2.0047 5.4921 0.0094 0.0068 0.0011 0.115
H -2.7354 0.8385 3.4871 0.0131 -0.0032 -0.0121 0.118
H -4.0579 1.4397 5.4946 -0.0058 0.0034 0.0039 0.117



112
Properties=species:S:1:pos:R:3:forces:R:3:lowdin_charge:R:1 method="wB97M-V/def2-TZVPD" charge=-1 homo_ev="-2.92 / -2.03" multiplicity=3 de_lowest_kcal_mol=29.77
Ti -0.2656 1.8750 -0.0765 -1.5297 1.7727 -0.0131 0.897
N -0.6514 -0.2033 3.9189 0.4942 -0.0881 0.7639 0.022
C 0.1377 0.6464 3.2628 -0.3177 0.1800 0.0935 -0.152
N -0.4122 0.9339 2.0960 0.4431 0.2985 -1.0019 0.064
C -1.5612 0.1975 2.0830 -1.1169 0.3065 -0.4273 -0.327
N -1.7289 -0.5344 3.1696 0.0220 -0.0207 0.7097 0.123
C -2.5783 0.3485 1.0582 -0.7518 -1.7536 1.8444 -0.266
C -3.7248 -0.4283 1.2101 -0.4999 -0.1570 -0.2876 -0.129
N -4.6732 -0.5355 0.2920 -0.4467 -0.0869 0.6123 0.038
C -4.5292 0.3154 -0.7430 0.0554 1.0724 -1.5601 -0.170
C -3.4783 1.1914 -0.8539 -0.6711 -0.2573 -1.0580 -0.170
N -2.4460 1.1914 0.0124 3.0146 0.9130 -0.0727 -0.041
H -0.5620 -0.4939 4.9094 -0.1343 0.0831 -1.3618 0.176
H 1.0269 1.0837 3.6702 0.2503 -0.0263 0.0715 0.125
H -3.9356 -0.9871 2.1124 0.5434 -0.1428 0.1150 0.108
H -5.2855 0.3189 -1.5617 0.5434 -0.1116 0.8490 0.104
H -3.4005 1.8493 -1.7180 0.0207 -0.0440 0.2384 0.106
N 4.9887 -0.7590 -0.9194 0.2582 -0.1417 -0.6044 0.009
C 4.3359 0.4479 -0.4625 0.1069 0.4077 1.5619 -0.300
C 2.8194 0.3410 -0.3722 -1.3714 1.5005 -1.3153 -0.180
N 2.0508 1.5988 0.1508 0.4122 -0.9442 -0.0752 -0.021
H 4.9169 -0.8000 -1.9278 0.0279 -0.0970 -0.0790 0.063
H 4.6185 -1.6395 -0.5809 -0.2294 0.2547 0.3239 0.053
H 4.6440 1.2555 -1.1383 -0.2884 -0.0780 0.1047 0.110
H 4.7217 0.7225 0.5474 -0.0162 -0.1479 -0.4745 0.108
H 2.4378 -0.4371 0.2885 0.3018 -0.3240 -0.2008 0.105
H 2.4836 0.1688 -1.4167 -0.2218 -0.1072 0.7579 0.094
H 2.3633 2.5059 -0.2026 0.2847 -0.4250 -0.3890 0.081
H 2.2987 1.6058 1.1329 -0.1932 0.3037 0.2690 0.062
Se -0.6057 -0.5689 -1.9987 1.2189 1.9012 -1.1188 0.951
N -0.2031 1.3796 -2.0187 -0.5060 -0.1481 0.9587 -0.365
C 0.8070 1.6103 -2.9188 1.3089 -0.5233 -0.5696 -0.367
C 1.5240 2.8374 -3.0408 0.1026 -2.0957 0.7931 -0.057
C 2.8526 2.7222 -3.4986 -0.7758 0.7321 -0.4459 -0.147
C 3.2587 1.6341 -4.2678 0.6127 -0.0702 0.4067 -0.158
C 2.5142 0.4768 -4.3689 -0.8921 -0.7290 -0.0561 -0.067
C 1.3148 0.3809 -3.6037 -1.1769 1.2176 1.1554 -0.412
N 0.5762 -0.7147 -3.3512 0.4786 -1.0869 -0.2009 -0.330
H 1.1192 3.7089 -2.5476 0.1898 0.1889 0.1709 0.082
H 3.5628 3.5012 -3.2539 -0.0725 0.3097 -0.4540 0.084
H 4.2433 1.6670 -4.7239 -0.0297 -0.0304 0.0254 0.090
H 2.8533 -0.3877 -4.9665 -0.2133 0.5370 0.4778 0.107
C 1.0953 5.0116 2.3786 -0.8227 -0.6100 -0.0247 -0.083
C -0.3303 5.4378 2.7696 -0.2751 -0.7076 1.6269 -0.402
C -0.3312 6.9003 3.2312 -0.0345 0.8942 1.1488 -0.095
C -1.4792 5.1983 1.8291 0.0356 -0.6417 -2.1990 -0.148
C -2.7723 5.5722 2.2436 0.6933 -0.4035 -0.7210 -0.081
C -3.8277 5.6550 1.3502 -0.0570 -0.1650 0.5162 -0.109
C -3.5591 5.5616 -0.0148 0.9909 0.1311 -0.5945 -0.062
C -2.3053 5.1808 -0.5184 -0.0606 -0.4744 2.6064 -0.150
C -1.8786 5.3718 -1.9328 0.2233 -0.6987 0.0134 -0.393
C -3.0359 5.6542 -2.8924 0.5339 0.4817 -0.8569 -0.091
C -0.8122 6.5173 -1.9461 0.1002 -0.9394 -0.1747 -0.049
C -1.3163 4.6475 0.4783 -2.7685 2.0898 0.6453 -0.272
N -0.5069 3.6337 0.1705 1.6953 -2.5592 -0.7930 -0.070
H 1.7336 5.2341 3.2247 0.3189 0.1575 0.0955 0.063
H 1.4570 5.5388 1.4889 -0.0788 -0.1476 0.0896 0.082
H 1.1270 3.9207 2.2138 0.0767 0.4841 -0.1655 0.046
H -0.6296 4.8830 3.7153 0.6476 0.2693 -0.7513 0.145
H -0.1020 7.6443 2.4407 -0.3343 -0.5366 0.1667 0.085
H 0.4629 7.0540 4.0196 -0.7449 -0.2198 -0.6470 0.081
H -1.3257 7.1490 3.7175 1.2264 -0.0640 -0.7154 0.080
H -2.8727 5.7015 3.3095 -0.4047 0.2797 0.1627 0.099
H -4.8451 5.8025 1.7106 0.2340 0.1281 -0.1261 0.093
H -4.3270 5.8515 -0.7225 -0.0317 -0.0597 0.0240 0.092
H -1.3826 4.4069 -2.2078 -0.1811 0.7336 -0.1353 0.124
H -3.3190 6.7289 -2.8384 -0.1939 -0.6897 0.2239 0.080
H -3.9086 4.9942 -2.7459 0.4251 0.3412 -0.0892 0.079
H -2.6496 5.5393 -3.9294 -0.3745 -0.1223 0.4996 0.082
H -0.2112 6.4060 -1.0059 -0.4186 0.5924 -0.9632 0.081
H -1.2724 7.5095 -2.1005 0.1300 -0.3725 0.5983 0.077
H -0.1684 6.3566 -2.8166 0.1779 0.0926 0.1138 0.066
C -0.4028 -4.6935 -3.3533 0.2106 -0.7908 -0.1023 -0.223
Si 0.8073 -4.9324 -1.9214 -0.2062 0.1956 1.1853 0.266
C 2.5253 -4.3642 -2.4599 0.0953 -0.1412 -1.1627 -0.233
C 1.0194 -6.7773 -1.5174 0.8702 -0.1704 -0.3332 -0.251
Si 0.2555 -4.0865 0.2075 -0.2610 1.1589 -0.0766 0.379
Si -1.9141 -4.7798 0.9261 1.4042 0.0557 0.8029 0.359
C -2.3779 -4.5068 2.8317 0.4806 0.7521 -1.0774 -0.218
C -3.2298 -3.8268 -0.0642 0.2288 -0.9682 -0.7693 -0.231
C -1.8263 -6.6875 0.7027 -0.7605 0.2755 0.2495 -0.254
Si 1.9775 -4.7049 1.6745 -0.5516 0.7264 -0.4755 0.261
C 2.1990 -3.3426 2.9999 0.4526 -0.2038 0.0862 -0.251
C 1.6696 -6.3271 2.5938 0.2156 0.7171 0.3621 -0.233
C 3.7106 -4.7493 0.9547 0.2702 1.1202 0.3930 -0.239
H 0.0548 -5.2631 -4.1814 -0.1038 0.3199 -0.0128 0.022
H -0.5003 -3.6490 -3.6508 -0.0554 -0.0399 0.0151 0.006
H -1.3839 -5.1686 -3.2017 0.1895 0.3629 0.1662 0.020
H 2.6894 -4.7554 -3.5163 -0.0292 0.5222 1.1189 0.045
H 3.2097 -4.8919 -1.8034 0.3046 -0.0798 0.0512 -0.011
H 2.7759 -3.2882 -2.4227 -0.4019 -0.4523 -0.0907 0.017
H 1.6644 -7.2652 -2.2756 -0.1857 -0.0277 0.3422 0.025
H 0.0572 -7.2609 -1.5393 -0.4445 -0.3037 0.0251 -0.005
H 1.4496 -6.9397 -0.4994 -0.2076 0.2177 -0.8324 0.013
H -1.7401 -3.7283 3.3069 -0.4159 -0.4530 -0.3205 0.003
H -2.3549 -5.4049 3.4366 0.1310 -0.2813 0.0199 -0.002
H -3.4075 -4.1341 2.8125 0.0435 0.0377 0.1861 0.005
H -4.1838 -4.3531 -0.0249 -0.2154 -0.0758 0.1072 0.019
H -2.9719 -3.7798 -1.1558 -0.0523 0.2436 0.9660 0.032
H -3.4041 -2.8376 0.3575 0.2316 0.0091 -0.1932 -0.010
H -0.8949 -7.2024 0.9930 -0.2754 0.6369 0.0629 0.011
H -1.9952 -6.9271 -0.3493 -0.2570 -0.1863 0.0534 0.006
H -2.6420 -7.0527 1.3498 0.0945 -0.4225 -0.4576 0.011
H 3.0955 -2.6920 2.8594 -0.7862 -0.2792 -0.2770 0.025
H 2.4174 -3.8878 3.9259 -0.3095 0.2050 0.2464 0.010
H 1.2738 -2.7588 3.0654 0.2919 0.0256 0.2629 -0.013
H 0.9337 -6.1498 3.4009 0.2279 -0.3505 -0.4378 0.034
H 2.6227 -6.6225 3.0203 0.1935 -0.1870 0.4129 0.013
H 1.3755 -7.1078 1.9121 -0.4048 -0.3044 -0.1171 -0.006
H 3.9753 -3.8395 0.3748 -0.3087 -0.4760 0.2908 0.021
H 3.9810 -5.5994 0.3887 0.1709 -1.0173 -0.8027 0.000
H 4.3544 -4.7513 1.8400 0.1619 0.0224 0.0212 0.023



37
Properties=species:S:1:pos:R:3:forces:R:3:nbo_charge:R:1 method="wB97M-V/def2-TZVPD" charge=-1 homo_ev=-4.07 de_lowest_kcal_mol=0.00
C 1.7421 -2.7284 -1.0313 0.1063 -0.2903 0.2082 -0.409
C 1.5269 -1.7773 -2.2194 0.0603 0.2574 -0.2840 -0.416
C 1.0265 -0.4502 -1.6502 -0.4426 0.3492 0.0367 -0.198
N 1.1453 -0.5936 -0.2094 0.1252 -1.5667 0.0702 -0.235
N 0.7459 0.3809 0.5490 0.3155 2.5771 0.7630 -0.231
C 0.7643 0.5065 1.8317 0.4150 -1.1956 -1.0196 -0.217
C 1.4140 -1.9473 0.2466 -0.1617 -0.0424 0.2057 -0.242
H 1.0937 -3.6058 -1.1105 0.1737 0.0748 -0.0044 0.207
H 2.7781 -3.0786 -0.9966 -0.1899 -0.0341 -0.0688 0.207
H 2.4617 -1.6072 -2.7602 -0.1190 -0.1538 0.0174 0.207
H 0.7963 -2.1755 -2.9275 0.1739 -0.0231 0.0370 0.208
H 1.6152 0.4138 -1.9954 -0.1169 -0.2462 0.1527 0.197
H -0.0210 -0.2488 -1.9357 0.2384 -0.0892 0.0917 0.181
H 0.6622 1.5167 2.2270 -0.2966 -0.6096 -0.1997 0.223
H 0.9459 -0.3445 2.5186 0.1444 0.4252 -0.2566 0.140
H 0.5403 -2.3785 0.7686 0.1315 0.1844 -0.1040 0.182
H 2.2456 -1.9635 0.9702 -0.1654 0.1228 -0.1557 0.194
O -1.4597 7.3053 3.1990 0.4848 -0.3999 0.8703 -0.546
C -1.1326 6.7374 4.1498 -0.9107 -0.3933 -0.6103 0.580
Co -0.6091 5.9321 5.6257 0.4668 0.4776 -0.5521 -0.068
C 1.1233 5.9178 5.2504 2.0374 -0.0257 -0.4741 0.468
O 2.2539 6.0140 5.0312 -1.2070 -0.0658 0.2148 -0.548
C -0.8548 7.3969 6.5731 -0.7718 0.3743 1.3069 0.484
O -0.9850 8.3596 7.1971 0.2685 -0.4377 -0.5885 -0.549
C -1.5773 4.2356 5.2042 -1.9319 1.0181 -1.7097 -0.550
C -0.9247 3.0922 4.7760 -0.9009 -0.8141 -3.0843 0.023
C -0.7498 2.1751 3.8008 -0.5262 0.8657 1.2696 -0.639
Co -0.4901 3.5547 6.4617 2.4437 0.2850 4.2641 -0.104
C 1.2149 3.1756 6.2150 2.1163 -0.4373 0.1042 0.532
O 2.3417 2.9499 6.0921 -1.3525 0.1488 -0.0331 -0.545
C -0.9340 2.1872 7.5367 -0.9737 -0.0731 0.5666 0.559
O -1.1661 1.2799 8.2141 0.4378 0.7838 -0.7693 -0.547
C -0.2610 4.9466 7.6857 -0.5164 -1.0053 0.8580 0.447
O -0.0770 5.3520 8.7624 -0.0127 0.1866 -1.1938 -0.568
H -2.6663 4.3501 5.1367 0.3397 -0.2127 0.0276 0.197
H -0.2621 1.2407 4.0707 -0.0287 0.1603 -0.3074 0.185
H -1.1793 2.3221 2.8050 0.1453 -0.1753 0.3504 0.193



Values for E_tot, eV, ordered as above
-87585.805; -172157.896; -105244.811